# 1
17
Properties=species:S:1:pos:R:3 method="wB97M-V/def2-TZVPD" homo_ev="-7.4 / -7.4" total_energy_ha=-475.967597 homo_lumo_gap_ev="7.553 / 7.554" relative_energy_kcal_mol=135.1 multiplicity=1
C 0.70370 2.50757 1.42795
C 0.24956 1.71570 0.61171
C -0.61799 -0.59785 1.39926
C 1.21112 -0.79965 -1.08142
C -0.08357 -0.13199 -1.29051
C -0.02453 -1.53993 -0.67110
C -0.38894 0.96689 -0.33604
N -0.37759 -1.63369 0.67234
O -0.87493 -0.31922 2.53572
O -1.72260 1.57002 -0.69316
H 1.13164 3.17948 2.16243
H 1.82416 -1.22135 -1.99014
H 1.90953 -0.46347 -0.28385
H -0.46037 -0.02799 -2.34655
H -0.36209 -2.40048 -1.40768
H -0.04322 -2.52041 1.09008
H -2.07386 1.71635 0.20095

# 2
9
Properties=species:S:1:pos:R:3 method="wB97M-V/def2-TZVPD" homo_ev=-8.7 total_energy_ha=-590.064417 smiles="O=CCC=S" homo_lumo_gap_ev=8.359 relative_energy_kcal_mol=37.8 multiplicity=1
C 0.98992 0.75468 -0.07841
C 0.22398 -0.47048 -0.45072
C -1.07423 -0.35987 0.41866
H 1.34272 1.36333 -0.94862
H -0.06357 -0.53133 -1.47395
H 0.98007 -1.31159 -0.31170
H -0.83413 0.31570 1.21272
O 0.98681 1.16594 1.05127
S -2.55156 -0.92637 0.58075

# 3
11
Properties=species:S:1:pos:R:3 method="wB97M-V/def2-TZVPD" homo_ev=-2.1 total_energy_ha=-193.729692 total_charge=-1 homo_lumo_gap_ev=6.465 relative_energy_kcal_mol=0.8 multiplicity=1
C 1.49482 -0.66824 0.15453
O 1.96227 0.38853 -0.34900
C 1.02819 -0.87563 1.43560
C -1.51569 0.91536 -0.90961
H 1.44685 -1.57783 -0.49951
H 1.01614 -0.02245 2.10564
H 0.53391 -1.81036 1.66425
H -1.08266 0.46796 -0.01952
H -0.96118 0.56999 -1.77551
H -1.35698 1.98683 -0.81725
H -2.56567 0.62583 -0.98961

# 4
21
Properties=species:S:1:pos:R:3 method="wB97M-V/def2-TZVPD" homo_ev=-8.5 total_energy_ha=-308.374390 smiles=CC(C)NCCN homo_lumo_gap_ev=9.633 relative_energy_kcal_mol=30.5 multiplicity=1
N -2.76218 0.85455 -0.06053
C -1.97992 -0.29499 -0.52550
C -0.92918 -0.65822 0.57286
N 0.12825 0.35492 0.64910
C 1.89341 -1.37140 -0.20813
C 1.24550 0.02091 -0.33497
C 2.29085 1.08945 -0.15495
H -2.81487 1.16811 0.89373
H -2.83758 1.59939 -0.72862
H -2.67052 -1.12454 -0.61271
H -1.34242 0.08300 -1.31266
H -0.55857 -1.66941 0.48454
H -1.44484 -0.63738 1.55062
H 0.58247 0.37066 1.55755
H 1.17435 -2.13270 -0.51040
H 2.64195 -1.47926 -1.00271
H 2.38887 -1.67000 0.72205
H 0.65672 -0.00909 -1.26309
H 1.99589 2.09744 -0.41296
H 2.62742 1.07261 0.88959
H 3.14212 0.78059 -0.77774